C19H21N3O3S | ωB97M-V/def2-TZVPD

Each line ends with the Mulliken charge.
Cartesian coordinates (Å):
O 0.395 -0.181 -0.769  -0.695
C -0.148 -0.222 -1.866  0.068
N -0.002 0.877 -2.672  0.045
C -0.558 0.945 -3.946  -0.014
C -0.369 2.102 -4.707  -0.634
C -0.906 2.199 -5.992  -0.587
C -1.636 1.134 -6.519  -0.762
C -1.831 -0.026 -5.765  -0.623
C -1.298 -0.142 -4.465  1.256
C -1.482 -1.355 -3.625  0.683
C -2.208 -2.481 -4.062  -0.775
C -2.357 -3.605 -3.246  -0.658
C -1.783 -3.626 -1.975  -0.623
C -1.062 -2.520 -1.520  -0.292
C -0.908 -1.386 -2.334  0.449
H 0.494 1.668 -2.276  0.216
H 0.198 2.933 -4.300  0.361
H -0.754 3.101 -6.579  0.380
H -2.055 1.207 -7.519  0.389
H -2.405 -0.823 -6.221  0.296
H -2.672 -2.517 -5.040  0.290
H -2.919 -4.464 -3.602  0.405
H -1.893 -4.502 -1.342  0.388
H -0.615 -2.539 -0.528  0.465
C 1.606 2.014 5.608  -0.736
N 1.708 2.734 4.345  -0.125
C 1.578 2.292 3.089  0.118
O 1.724 3.111 2.189  -0.681
C 1.318 0.808 2.718  0.175
C -0.103 0.279 2.982  -0.735
S -1.333 1.356 2.196  -0.230
N 2.388 -0.138 3.101  -0.017
C 2.605 -0.917 4.163  0.581
C 1.485 -1.417 5.058  -0.868
O 3.740 -1.304 4.388  -0.673
H 2.398 1.268 5.682  0.231
H 1.726 2.718 6.433  0.385
H 0.623 1.549 5.694  0.192
H 1.898 3.723 4.398  0.282
H 1.369 0.831 1.627  0.152
H -0.311 0.243 4.048  0.334
H -0.189 -0.721 2.553  0.406
H -2.361 0.501 2.216  0.154
H 3.224 -0.040 2.545  0.238
H 1.905 -2.133 5.764  0.297
H 0.737 -1.926 4.455  0.317
H 1.038 -0.605 5.617  0.177

**Total charge**: 0
**Largest force on an atom**: 2.0 eV/Å
**DFT total energy**: -1524.85170 Ha
**Frontier orbital gap**: 8.7 eV
**LUMO level**: 0.011 Eh